Molecular formula: C33H36GeN2P2S6V
Method: DFT, ωB97M-V with the def2-TZVPD basis set

Positions of all 81 atoms, in Å:
V -1.631 -0.170 -0.315
S -4.961 -0.474 2.583
C -3.704 -0.337 1.539
S -2.322 -1.364 1.504
S -3.616 0.833 0.273
C -0.476 -1.077 -4.367
P -1.497 -1.392 -2.864
C -0.543 -2.761 -2.083
C -2.768 -2.434 -3.733
C -3.679 -3.055 -2.688
P -3.864 -1.796 -1.339
C -5.194 -2.632 -0.381
C -4.860 -0.571 -2.283
H -0.205 -2.020 -4.845
H 0.425 -0.525 -4.109
H -1.070 -0.470 -5.053
H -0.525 -3.629 -2.746
H -1.011 -3.027 -1.127
H 0.477 -2.421 -1.897
H -2.279 -3.186 -4.363
H -3.340 -1.769 -4.389
H -3.226 -3.954 -2.257
H -4.656 -3.334 -3.099
H -5.972 -2.998 -1.053
H -5.623 -1.941 0.345
H -4.757 -3.473 0.161
H -5.490 -1.076 -3.017
H -4.181 0.133 -2.771
H -5.478 -0.019 -1.575
S 5.910 1.306 -2.556
C 4.484 0.707 -2.002
S 2.989 1.596 -2.252
C 2.112 0.259 -1.466
N 2.894 -0.679 -1.079
N 4.206 -0.446 -1.339
C 5.099 -1.442 -0.905
C 6.461 -1.436 -1.191
C 7.273 -2.458 -0.731
C 6.745 -3.508 0.000
C 5.389 -3.518 0.285
C 4.573 -2.496 -0.156
S 0.424 0.252 -1.483
H 6.896 -0.637 -1.764
H 8.331 -2.417 -0.953
H 7.384 -4.307 0.349
H 4.963 -4.327 0.865
H 3.524 -2.490 0.085
C 3.663 -0.154 2.031
C 2.555 -0.978 2.145
C 1.291 -0.468 1.918
C 1.108 0.877 1.608
C 2.226 1.682 1.463
C 3.497 1.170 1.666
Ge -0.770 1.470 1.277
C -0.735 3.368 0.611
C -0.956 4.471 1.428
C -0.913 5.755 0.911
C -0.641 5.961 -0.430
C -0.428 4.873 -1.258
C -0.492 3.593 -0.738
C -1.512 1.630 3.132
C -2.774 2.179 3.330
C -3.325 2.269 4.595
C -2.623 1.796 5.688
C -1.370 1.238 5.509
C -0.822 1.156 4.240
H 4.653 -0.552 2.203
H 2.682 -2.025 2.390
H 0.419 -1.119 1.978
H 2.094 2.718 1.172
H 4.364 1.800 1.514
H -1.169 4.332 2.479
H -1.096 6.604 1.557
H -0.596 6.964 -0.833
H -0.217 5.014 -2.310
H -0.347 2.738 -1.389
H -3.341 2.535 2.478
H -4.320 2.672 4.723
H -3.059 1.855 6.677
H -0.835 0.839 6.362
H 0.158 0.716 4.114

Summary:
Calculated total energy in eV: -203580.710
LUMO level (spin up / spin down) in eV: 2.29 / 2.29
Frontier orbital gap (spin up / spin down) in eV: 6.91 / 6.68
Expectation value of S²: 2.0665
Net charge: -1
Multiplicity: 3

natural (NBO) atomic charge list, values in e, 2 entries: 0.320, -0.131

---

Molecular formula: C33H37AsAuBF4N2O5
Method: DFT, ωB97M-V with the def2-TZVPD basis set

Positions of all 84 atoms, in Å:
Au 0.500 0.139 -0.561
O 2.346 1.431 0.470
C 2.676 2.476 -0.072
C 1.971 3.199 -1.116
C 2.693 4.227 -1.731
C 2.134 4.961 -2.739
C 0.820 4.722 -3.156
C 0.085 3.741 -2.552
C 0.625 2.932 -1.519
O -0.155 2.053 -0.968
N 2.918 6.016 -3.384
O 2.398 6.624 -4.300
O 4.044 6.226 -2.973
H 3.626 2.943 0.243
H 3.704 4.447 -1.412
H 0.406 5.324 -3.954
H -0.937 3.540 -2.847
C 2.342 -4.789 5.604
C 1.843 -4.319 4.264
C 2.262 -3.114 3.723
C 1.820 -2.655 2.484
C 2.282 -1.299 2.018
C 0.962 -3.486 1.755
As 0.400 -3.176 -0.086
N 1.283 -1.749 -0.725
C 1.668 -1.584 -2.078
C 0.952 -2.078 -3.177
C 1.404 -1.835 -4.461
C 2.560 -1.094 -4.679
C 3.274 -0.596 -3.597
C 2.842 -0.844 -2.305
C 1.098 -4.673 -1.108
C 2.452 -5.005 -1.097
C 3.514 -4.261 -0.325
C 2.862 -6.090 -1.873
C 1.976 -6.820 -2.646
C 2.441 -7.989 -3.472
C 0.632 -6.444 -2.653
C 0.172 -5.377 -1.900
C -1.288 -4.994 -1.964
C 0.445 -4.669 2.313
C -0.624 -5.493 1.636
C 0.914 -5.071 3.553
H 3.025 -4.067 6.049
H 2.868 -5.741 5.507
H 1.511 -4.944 6.294
H 2.944 -2.487 4.287
H 2.820 -0.791 2.818
H 1.440 -0.670 1.731
H 2.947 -1.368 1.153
H 0.024 -2.607 -3.012
H 0.840 -2.219 -5.302
H 2.897 -0.896 -5.689
H 4.176 -0.019 -3.757
H 3.398 -0.482 -1.448
H 3.134 -3.387 0.198
H 4.297 -3.925 -1.008
H 3.978 -4.919 0.413
H 3.914 -6.358 -1.871
H 3.515 -8.140 -3.375
H 2.211 -7.835 -4.528
H 1.938 -8.906 -3.160
H -0.073 -6.997 -3.266
H -1.833 -5.667 -2.623
H -1.433 -3.977 -2.336
H -1.767 -5.026 -0.985
H -1.425 -4.859 1.250
H -1.068 -6.185 2.348
H -0.218 -6.082 0.812
H 0.528 -5.990 3.983
C -2.021 1.409 3.152
C -1.155 1.494 1.914
O -0.789 0.174 1.465
H -2.267 2.412 3.507
H -1.502 0.873 3.947
H -2.954 0.888 2.930
H -0.217 2.008 2.115
H -1.664 2.022 1.107
H -1.618 -0.274 1.202
F -3.916 -2.215 -1.078
B -2.807 -1.918 -0.323
F -2.371 -3.040 0.429
F -3.034 -0.845 0.579
F -1.714 -1.530 -1.182

Summary:
Calculated total energy in eV: -124117.814
LUMO level (spin up / spin down) in eV: -0.29 / -2.64
ΔE to the lowest compared entry with this formula, charge and spin in kcal per mole: 16.3
Frontier orbital gap (spin up / spin down) in eV: 7.95 / 6.12
Expectation value of S²: 2.0173
Net charge: 0
Multiplicity: 3

Löwdin atomic charge list, values in e, 2 entries: 1.165, -0.034

---

Molecular formula: C33H37BF3N9O2SV
Method: DFT, ωB97M-V with the def2-TZVPD basis set

Positions of all 87 atoms, in Å:
V -0.185 0.183 0.090
C 0.564 -1.330 5.119
C 0.389 -0.377 3.924
O -0.710 -0.393 3.361
C 1.485 0.469 3.657
C 1.683 1.413 2.624
C 2.775 2.428 2.910
N 1.051 1.460 1.456
N 1.458 2.587 0.705
C 0.817 2.746 -0.413
O -0.155 2.046 -0.876
C 1.299 3.878 -1.271
C 0.609 4.195 -2.440
C 1.051 5.218 -3.266
C 2.191 5.940 -2.939
C 2.886 5.627 -1.777
C 2.446 4.607 -0.951
H 0.038 -2.258 4.891
H 1.610 -1.541 5.345
H 0.097 -0.887 6.005
H 2.269 0.438 4.405
H 3.243 2.211 3.870
H 3.528 2.431 2.119
H 2.354 3.433 2.932
H -0.267 3.608 -2.682
H 0.507 5.450 -4.174
H 2.541 6.735 -3.588
H 3.783 6.180 -1.519
H 2.978 4.347 -0.045
C 2.303 -2.231 1.414
C 0.881 -2.674 1.348
C 0.328 -3.914 1.716
C -1.011 -3.827 1.392
C -2.087 -4.854 1.540
N -1.221 -2.602 0.873
N -0.070 -1.900 0.856
B -2.520 -1.972 0.357
N -2.378 -1.593 -1.125
N -1.464 -0.677 -1.520
C -1.611 -0.497 -2.823
C -0.728 0.421 -3.599
C -2.647 -1.328 -3.292
C -3.103 -2.007 -2.183
C -4.190 -3.027 -2.085
N -2.865 -0.707 1.168
N -2.107 0.405 1.060
C -2.635 1.331 1.841
C -1.985 2.662 2.017
C -3.778 0.814 2.472
C -3.880 -0.489 2.024
C -4.889 -1.530 2.383
H 2.848 -2.805 2.166
H 2.780 -2.372 0.442
H 2.358 -1.174 1.677
H 0.844 -4.762 2.140
H -1.664 -5.768 1.958
H -2.884 -4.510 2.204
H -2.542 -5.097 0.577
H -3.411 -2.767 0.477
H -0.089 0.976 -2.917
H -0.103 -0.156 -4.283
H -1.318 1.136 -4.179
H -2.990 -1.436 -4.309
H -4.611 -3.207 -3.074
H -3.813 -3.974 -1.694
H -4.993 -2.695 -1.422
H -1.331 2.875 1.173
H -2.730 3.456 2.106
H -1.370 2.653 2.921
H -4.423 1.311 3.180
H -5.594 -1.120 3.106
H -5.449 -1.872 1.509
H -4.409 -2.404 2.829
F 1.990 -1.453 -5.319
C 3.139 -1.433 -4.623
F 4.027 -0.772 -5.435
F 3.593 -2.703 -4.591
C 3.052 -0.774 -3.287
C 3.994 0.189 -2.983
C 3.985 0.787 -1.734
C 2.936 0.461 -0.885
N 1.978 -0.415 -1.170
C 2.076 -1.174 -2.311
S 1.122 -2.563 -2.479
H 4.745 0.453 -3.715
H 4.722 1.523 -1.443
H 2.856 0.938 0.080

Summary:
Calculated total energy in eV: -97687.044
LUMO level (spin up / spin down) in eV: 4.38 / 4.38
ΔE to the lowest compared entry with this formula, charge and spin in kcal per mole: 0.0
Frontier orbital gap (spin up / spin down) in eV: 5.18 / 5.66
Expectation value of S²: 3.7579
Net charge: -2
Multiplicity: 4

Löwdin atomic charge list, values in e, 2 entries: 0.793, -0.053